42
Properties=species:S:1:pos:R:3:nbo_charge:R:1 method="wB97M-V/def2-TZVPD" orbital_gap_ev=7.61 smiles="O=C(c1ccccc1-c1nc2ccccc2[nH]1)N1CCCCC1" spin_multiplicity=1 charge=0
O 2.04667 0.90532 -0.19098 -0.62
C 1.17418 0.87348 0.50124 0.70
C 0.92786 -0.35909 1.48150 -0.08
C 1.17426 -0.16080 2.91089 -0.19
C 1.10359 -1.18137 3.70448 -0.21
C 0.19133 -2.29303 3.40659 -0.19
C -0.12266 -2.45435 1.99197 -0.14
C 0.07071 -1.31936 1.13306 -0.10
C 0.05282 -1.63427 -0.30845 0.35
N -1.25250 -2.24103 -0.78676 -0.46
C -1.29783 -1.95142 -2.22748 0.10
C -2.16139 -2.76941 -2.94258 -0.21
C -2.06982 -2.27830 -4.29123 -0.23
C -0.96973 -1.59118 -4.82583 -0.20
C 0.07367 -1.16376 -3.85366 -0.20
C -0.06122 -1.28641 -2.57786 0.06
N 0.45996 -0.98923 -1.42297 -0.53
N 0.41169 1.86906 0.68857 -0.45
C 0.71521 3.24192 -0.05163 -0.20
C 0.89978 4.51681 0.98163 -0.39
C -0.41321 4.74755 1.92623 -0.38
C -0.42295 3.24726 2.63388 -0.44
C -0.63657 2.14447 1.64553 -0.22
H 1.61052 0.77255 3.39352 0.22
H 1.14599 -1.13205 4.64661 0.19
H 0.01951 -3.14020 4.08342 0.22
H -0.62236 -3.24942 1.56276 0.23
H -3.28818 -3.19433 -2.60244 0.25
H -2.50022 -2.80742 -5.13490 0.20
H -0.79837 -1.61557 -5.74276 0.18
H 0.86058 -0.40650 -4.26172 0.20
H 1.35630 -0.29091 -1.44214 0.45
H -0.01360 3.58793 -0.80268 0.20
H 1.51277 3.14137 -0.58833 0.21
H 1.72379 4.27886 1.64017 0.20
H 1.05418 5.43247 0.30288 0.21
H -1.17277 4.78369 1.36367 0.19
H 0.04899 5.37641 2.60257 0.23
H 0.41958 2.99530 3.40001 0.21
H -1.34901 3.46290 3.09019 0.22
H -1.61744 2.37431 0.92322 0.20
H -0.90852 1.07228 2.28378 0.24

=====

46
Properties=species:S:1:pos:R:3:nbo_charge:R:1 method="wB97M-V/def2-TZVPD" orbital_gap_ev=9.13 smiles="Cc1ccccc1C(=O)NNC(=O)CSc1nnc(C)n1-c1ccccc1" spin_multiplicity=1 charge=0
C 5.07913 1.82635 -0.53140 -0.66
C 5.27716 0.50227 0.14760 0.10
C 6.45446 0.26767 0.84917 -0.24
C 6.70107 -0.94821 1.45996 -0.19
C 5.77506 -1.97292 1.35986 -0.22
C 4.60176 -1.76134 0.66222 -0.15
C 4.33557 -0.52770 0.07614 -0.18
C 3.03727 -0.39777 -0.65378 0.65
O 2.62665 -1.20184 -1.46315 -0.60
N 2.30865 0.67486 -0.25112 -0.45
N 1.10427 1.03371 -0.84634 -0.46
C 0.65054 2.28217 -0.66154 0.63
O 1.26823 3.12513 -0.03341 -0.64
C -0.69281 2.54772 -1.31647 -0.60
S -2.07896 1.96815 -0.27990 0.29
C -2.11162 0.29508 -0.74628 0.18
N -1.20288 -0.33308 -1.44564 -0.36
N -1.61980 -1.59786 -1.61726 -0.26
C -2.77512 -1.73807 -1.04284 0.34
C -3.55808 -2.99110 -0.97894 -0.66
N -3.15374 -0.54623 -0.45943 -0.41
C -4.32008 -0.24795 0.27038 0.21
C -4.21756 0.36142 1.51491 -0.24
C -5.36616 0.65589 2.22611 -0.19
C -6.61018 0.34097 1.70531 -0.20
C -6.70757 -0.26600 0.46441 -0.20
C -5.56624 -0.56047 -0.25886 -0.24
H 6.04247 2.24491 -0.81543 0.22
H 4.46899 1.72662 -1.42572 0.23
H 4.59756 2.54250 0.13611 0.22
H 7.19274 1.05470 0.91029 0.21
H 7.62320 -1.10053 2.00128 0.21
H 5.96927 -2.93119 1.81737 0.21
H 3.87036 -2.54885 0.55948 0.23
H 2.66936 1.40540 0.35148 0.42
H 0.54158 0.28682 -1.27703 0.46
H -0.83916 3.62322 -1.40792 0.26
H -0.77693 2.05324 -2.28192 0.26
H -4.27590 -3.03959 -1.79726 0.23
H -2.87528 -3.83023 -1.07733 0.25
H -4.09705 -3.05669 -0.03570 0.23
H -3.24526 0.59867 1.91851 0.23
H -5.28650 1.13085 3.19178 0.22
H -7.50394 0.57140 2.26459 0.22
H -7.67584 -0.50687 0.05255 0.22
H -5.63864 -1.01524 -1.23481 0.22

=====

52
Properties=species:S:1:pos:R:3:nbo_charge:R:1 method="wB97M-V/def2-TZVPD" orbital_gap_ev="6.17 / 7.05" spin_multiplicity=2 charge=+2
Re 0.42192 -0.26834 1.19973 1.30
S 1.23020 -1.36877 3.01333 0.25
C 0.97765 0.18114 3.82923 0.06
C 1.29205 0.60671 5.09624 -0.22
C 0.95574 1.92472 5.40685 -0.09
C 0.34369 2.73436 4.46259 -0.23
C 0.07140 2.22426 3.20329 0.09
N 0.38591 0.96115 2.91339 -0.49
H 1.77325 -0.05177 5.80760 0.27
H 1.17793 2.31923 6.39033 0.26
H 0.07860 3.75741 4.68986 0.26
H -0.39216 2.81142 2.42245 0.23
C 4.70510 1.01694 0.66302 -0.66
C 3.66571 -0.04107 0.88306 -0.05
O 2.30014 0.59618 0.82054 -0.72
H 5.68610 0.59677 0.89329 0.27
H 4.54881 1.87356 1.32047 0.23
H 4.72927 1.35586 -0.37518 0.23
H 3.72044 -0.49162 1.86671 0.21
H 3.68017 -0.81930 0.12722 0.21
H 2.31131 1.28223 0.13670 0.53
N -5.48271 -1.98285 1.52956 -0.70
C -4.20500 -1.62879 1.44579 0.29
C -3.16530 -2.58306 1.58548 -0.28
C -1.87407 -2.18619 1.51833 0.09
N -1.51537 -0.87681 1.32430 -0.56
C -2.51834 0.04283 1.15953 0.08
C -3.82937 -0.28410 1.20678 -0.29
H -5.75559 -2.93850 1.69054 0.42
H -6.22353 -1.30953 1.42332 0.42
H -3.38728 -3.63159 1.73909 0.26
H -1.06758 -2.89866 1.60793 0.24
H -2.20962 1.06020 0.96483 0.23
H -4.57273 0.48753 1.05499 0.25
O 0.60645 -1.27418 -0.61869 -0.62
C 0.25317 -0.22943 -1.25717 0.78
O -0.02036 0.78939 -0.47996 -0.68
C 0.17987 -0.17211 -2.69941 -0.15
C 0.32255 -1.35772 -3.41704 -0.11
C 0.24917 -1.28136 -4.78364 0.02
C 0.05761 -0.09656 -5.46429 -0.10
C -0.07069 1.05028 -4.70811 0.02
C -0.02222 1.05059 -3.33677 -0.12
N -0.26805 2.34421 -5.40664 0.53
O -0.33499 3.33785 -4.71267 -0.36
O -0.47388 2.30034 -6.59585 -0.32
N 0.38196 -2.53386 -5.56543 0.53
O 0.51395 -3.56385 -4.93835 -0.35
O 0.41557 -2.43051 -6.76896 -0.32
H 0.48170 -2.31069 -2.93296 0.28
H 0.00994 -0.06988 -6.54385 0.31
H -0.13849 1.97595 -2.79141 0.27

=====

47
Properties=species:S:1:pos:R:3:nbo_charge:R:1 method="wB97M-V/def2-TZVPD" orbital_gap_ev=8.91 smiles="CCOC(=O)c1ccccc1OC(=O)CNC(=O)[C@@H](C)SC(=O)c1cccs1" spin_multiplicity=1 charge=0
C 0.90415 -2.52599 -3.65687 -0.62
C 0.50513 -4.02127 -3.78406 -0.06
O -0.67309 -4.14233 -2.91276 -0.49
C -0.43048 -4.05839 -1.59526 0.78
O 0.69546 -4.09605 -1.02987 -0.61
C -1.61385 -3.82980 -0.75915 -0.21
C -2.60024 -4.86435 -0.68111 -0.16
C -3.68844 -4.78504 0.18525 -0.21
C -3.67769 -3.74017 1.07717 -0.21
C -2.74866 -2.71592 0.99748 -0.24
C -1.63117 -2.74483 0.11185 0.38
O -0.69059 -1.76726 0.12452 -0.50
C 0.14398 -1.73330 1.22614 0.80
O 0.01608 -2.22333 2.33362 -0.56
C 1.54998 -1.10726 0.90151 -0.32
N 1.71817 0.17932 1.60817 -0.62
C 1.84140 1.39379 0.99853 0.66
O 2.04897 1.41158 -0.19447 -0.62
C 1.51573 2.68508 1.82295 -0.41
C 2.72126 3.55291 2.14974 -0.62
S 0.55852 3.70280 0.63385 0.19
C -1.17930 3.11743 0.93881 0.45
O -1.52781 2.64411 1.97622 -0.53
C -1.89432 2.60086 -0.26450 -0.38
C -1.41387 2.59334 -1.56159 -0.19
C -2.36193 1.98199 -2.47548 -0.27
C -3.53001 1.55443 -1.90856 -0.36
S -3.40642 1.89273 -0.13867 0.46
H 0.15497 -1.86162 -4.04792 0.21
H 1.09706 -2.18841 -2.68072 0.22
H 1.73183 -2.44037 -4.27524 0.21
H 1.28480 -4.66395 -3.54375 0.20
H 0.25520 -4.15344 -4.83312 0.20
H -2.50009 -5.77560 -1.33784 0.23
H -4.45624 -5.70810 0.35931 0.23
H -4.29568 -3.83033 1.88256 0.21
H -2.80923 -1.89388 1.77904 0.23
H 2.26320 -1.91870 1.23833 0.24
H 1.71774 -0.84788 -0.17939 0.26
H 1.20407 0.16245 2.53292 0.40
H 0.85397 2.33782 2.74377 0.25
H 3.56883 2.85835 2.23985 0.22
H 2.82735 4.32967 1.38082 0.23
H 2.48133 4.05976 3.10238 0.23
H -0.47044 3.00538 -1.91211 0.25
H -2.29575 1.96040 -3.51507 0.22
H -4.45616 1.06258 -2.34857 0.25

=====

Q: Which ΔE to the lowest compared entry with this formula, charge and spin values were calculated for the entries above? A: 283.17 22.29 0.00 52.16, in kcal per mole.
Q: Which max |F| values were calculated for the entries above? A: 12.9 1.3 1.6 3.9, in eV/A.